A molecular structure, C28H26BrN7NaO4 at a distorted geometry. Source: the Open Molecules 2025 dataset; level of theory: ωB97M-V/def2-TZVPD.

```
67
Properties=species:S:1:pos:R:3:mulliken_charge:R:1
Na 1.5611 0.4321 0.9107 0.4938
C -5.3683 1.9333 1.4869 -0.7963
O -5.5026 2.9957 0.5649 -0.4689
C -4.8883 2.8512 -0.6478 0.9721
C -4.2303 1.6948 -1.0553 -0.4173
C -3.5980 1.6585 -2.2888 -0.2808
C -3.6057 2.7704 -3.1156 -0.2982
C -4.3257 3.8961 -2.7323 -0.1165
C -4.9521 3.9490 -1.5026 -0.6683
N -3.0089 2.7906 -4.4297 -0.5466
N -1.8949 2.2794 -4.6496 -0.5879
C -1.0833 1.7276 -3.6269 -0.0314
C -0.5523 0.4856 -3.9008 -0.2317
C 0.0699 -0.2972 -2.9377 -0.9542
C 0.2153 0.1440 -1.6060 0.4863
O 0.6572 -0.5792 -0.6693 -0.7419
C -0.1466 1.5609 -1.3752 0.1751
N 0.1879 2.0853 -0.1711 -0.4494
C -0.0787 3.3420 0.0756 -0.5307
C -0.6752 4.1982 -0.8645 -0.8282
C -1.0171 3.6919 -2.0839 -0.6155
C -0.7851 2.3297 -2.3735 1.2222
H -5.8926 2.2473 2.3863 0.2271
H -4.3179 1.7450 1.7259 0.3451
H -5.8219 1.0139 1.1057 0.3122
H -4.1758 0.8264 -0.4165 0.3815
H -3.0588 0.7668 -2.5803 0.4396
H -4.3690 4.7399 -3.4091 0.4188
H -5.4863 4.8318 -1.1802 0.4105
H -0.7084 0.0949 -4.9003 0.3507
H 0.4086 -1.2980 -3.1712 0.4511
H 0.2020 3.7143 1.0544 0.4923
H -0.8443 5.2383 -0.6202 0.4009
H -1.4503 4.3328 -2.8404 0.5314
Br 7.0055 -0.3252 1.1388 -0.2113
C 6.0060 -0.9980 -0.3348 0.0968
C 6.7050 -1.5177 -1.4134 -0.4409
C 6.0043 -2.0168 -2.4985 -0.4199
C 4.6151 -1.9952 -2.4907 -0.7242
C 3.9343 -1.4800 -1.4015 -0.2228
C 4.6256 -0.9670 -0.3055 0.6813
C 3.8128 -0.3965 0.8385 0.4916
O 3.6118 0.8309 0.8232 -0.7944
O 3.3185 -1.2270 1.6360 -0.7413
H 7.7868 -1.5257 -1.3986 0.3665
H 6.5441 -2.4184 -3.3462 0.3602
H 4.0584 -2.3778 -3.3363 0.3913
H 2.8500 -1.4552 -1.3827 0.4043
C 1.5872 -4.0255 2.4043 -1.2593
C 0.4845 -4.1592 3.4468 0.9481
C -0.8948 -4.1415 2.7984 -1.5084
C 0.5966 -3.1129 4.5572 -1.1941
N 0.2972 -1.7648 4.1048 0.7718
C 1.0459 -0.9121 3.4000 -0.3778
N 0.3067 0.1339 3.0986 -0.0749
N -0.9021 -0.1008 3.6470 -0.6144
N -0.9226 -1.2287 4.2437 -0.4554
H 1.5093 -4.8294 1.6719 0.4479
H 2.5810 -4.0729 2.8502 0.3628
H 1.5326 -3.0894 1.8494 0.1115
H 0.6161 -5.1190 3.9629 0.2544
H -1.0406 -3.2286 2.2190 0.2415
H -1.6961 -4.1955 3.5373 0.3782
H -0.9994 -4.9828 2.1136 0.4544
H 1.6045 -3.0990 4.9758 0.4507
H -0.1112 -3.3162 5.3620 0.3704
H 2.0635 -1.0793 3.0666 0.9080
```

The calculation puts the relative energy (zero: lowest compared OMol25 entry of this formula, charge and spin) at 0.700 eV. For the frontier orbital gap, the calculation gives 6.37 eV. As for the charge: -1. Its LUMO energy is 0.0801 hartree. The total energy is -122539.8351 eV. Its HOMO energy is -4.20 eV.

---

A molecular structure, C28H26ClF4N2OPSn. Source: the Open Molecules 2025 dataset; level of theory: ωB97M-V/def2-TZVPD.

```
64
Properties=species:S:1:pos:R:3:mulliken_charge:R:1
Sn -1.3544 -0.9097 1.5301 0.9876
C -2.4733 1.5382 -1.2819 -0.4883
N -3.1687 0.3141 -1.1702 0.2073
C -2.7587 -0.8386 -1.9539 -0.6855
C -4.4644 0.3453 -0.5911 -0.8878
C -4.5873 1.2651 0.6648 -0.8168
N -3.3541 1.4688 1.3372 -0.0031
C -3.1513 2.4525 2.1888 0.0859
C -1.8032 2.6025 2.6699 0.4961
F -0.8680 1.8117 2.1557 -0.0407
C -1.4624 3.5416 3.5986 -0.3113
F -0.2161 3.6282 4.0186 -0.2421
C -2.4359 4.4075 4.0981 -0.2158
C -3.7492 4.3153 3.6551 -0.0599
F -4.6643 5.1331 4.1314 -0.2421
C -4.1177 3.3724 2.7254 0.7245
F -5.3745 3.2832 2.3694 -0.2345
H -3.0436 2.3233 -1.7999 0.3347
H -1.5106 1.3985 -1.7676 0.3423
H -2.3077 1.9355 -0.2465 -0.0410
H -3.1200 -0.7738 -2.9855 0.3532
H -3.1616 -1.7516 -1.5157 0.3337
H -1.6694 -0.9024 -1.9816 0.0815
H -4.7593 -0.6759 -0.3487 0.4208
H -5.2222 0.7383 -1.2884 0.2657
H -5.2750 0.7336 1.3394 0.4953
H -5.0816 2.2067 0.4186 0.5942
H -2.1724 5.1505 4.8431 0.5434
Cl -0.5741 -1.4583 3.6638 -0.4059
O 0.3132 -0.7835 0.2615 0.4228
P 1.6889 -1.1071 -0.3749 1.0140
C 1.3933 -1.7793 -1.9987 0.3826
C 1.7060 -1.0661 -3.1542 -0.4885
C 1.3388 -1.5733 -4.3941 -0.7442
C 0.6669 -2.7832 -4.4778 -0.5339
C 0.3612 -3.5030 -3.3261 -0.8539
C 0.7212 -3.0042 -2.0872 -0.4367
C 2.6608 0.3792 -0.5018 0.1883
C 2.0916 1.6137 -0.1983 -0.1789
C 2.8454 2.7706 -0.3363 -0.6420
C 4.1657 2.6895 -0.7542 -0.5444
C 4.7354 1.4579 -1.0528 -0.7670
C 3.9881 0.2999 -0.9225 -0.2486
C 2.5738 -2.3089 0.5969 0.2837
C 3.3378 -3.3073 -0.0080 -0.1667
C 3.9383 -4.2785 0.7787 -0.7805
C 3.7963 -4.2404 2.1581 -0.4852
C 3.0605 -3.2292 2.7649 -0.9151
C 2.4613 -2.2530 1.9877 -0.4055
H 2.2294 -0.1207 -3.0851 0.3904
H 1.5726 -1.0191 -5.2931 0.4601
H 0.3765 -3.1708 -5.4455 0.4474
H -0.1559 -4.4504 -3.4006 0.4478
H 0.4905 -3.5620 -1.1861 0.4838
H 1.0640 1.6597 0.1403 0.1919
H 2.4064 3.7346 -0.1161 0.4340
H 4.7603 3.5901 -0.8326 0.4152
H 5.7665 1.4027 -1.3743 0.4321
H 4.4378 -0.6620 -1.1411 0.4407
H 3.4483 -3.3398 -1.0851 0.4495
H 4.5151 -5.0676 0.3157 0.4325
H 4.2788 -4.9922 2.7683 0.4143
H 2.9641 -3.1982 3.8419 0.4431
H 1.9027 -1.4535 2.4551 0.4256
```

For the frontier orbital gap, the calculation gives 4.56 eV. As for the charge: +2. Its LUMO energy is -0.3506 hartree. The total energy is -72982.6789 eV. Its HOMO energy is -14.10 eV.

---

5 unconnected molecules or ions with the total composition C28H26FN7 at a distorted geometry. Source: the Open Molecules 2025 dataset; level of theory: ωB97M-V/def2-TZVPD.

```
62
Properties=species:S:1:pos:R:3:mulliken_charge:R:1
N 4.3131 -2.7383 -1.9692 -0.5570
C 3.0531 -2.8684 -2.5714 0.6087
C 2.7859 -4.0308 -3.3487 -0.4005
N 1.6777 -4.2302 -3.9848 -0.5711
C 0.7658 -3.2179 -3.8639 0.3569
C -0.4709 -3.3048 -4.5394 0.5708
F -0.6928 -4.3918 -5.2897 -0.3035
C -1.4302 -2.3331 -4.4613 -0.6402
C -1.1787 -1.1979 -3.6651 -0.3398
C 0.0177 -1.0776 -3.0020 -0.8988
C 1.0050 -2.0768 -3.0846 0.3777
N 2.1888 -1.9124 -2.4177 -0.5479
H 4.2077 -2.0999 -1.1873 0.2512
H 4.5930 -3.6346 -1.5852 0.2719
H 3.5532 -4.7921 -3.4147 0.3829
H -2.3619 -2.4343 -4.9924 0.4712
H -1.9310 -0.4341 -3.5671 0.4127
H 0.2044 -0.2022 -2.4012 0.4889
C 7.5226 -1.3131 -4.5152 -0.4954
C 8.0348 -0.2409 -5.2279 -0.2729
C 7.4602 1.0073 -5.0407 -0.2604
N 6.4402 1.2349 -4.2160 -0.5551
C 5.9603 0.1914 -3.5408 -0.2389
C 6.4610 -1.0974 -3.6496 -0.0453
H 7.9441 -2.3038 -4.6332 0.3671
H 8.8612 -0.3663 -5.9143 0.3579
H 7.8321 1.8739 -5.5766 0.3393
H 5.1267 0.4058 -2.8795 0.3814
H 6.0269 -1.9019 -3.0724 0.4852
C -1.2759 -0.4405 2.3484 -0.3072
C -2.2947 0.4819 2.1721 -0.2218
C -2.9211 0.5418 0.9363 -0.6851
N -2.5983 -0.2362 -0.0955 -0.5476
C -1.6163 -1.1167 0.0916 -0.3112
C -0.9273 -1.2590 1.2867 -0.4675
H -0.7625 -0.5201 3.2986 0.4306
H -2.6013 1.1386 2.9747 0.7114
H -3.7263 1.2468 0.7558 0.4522
H -1.3754 -1.7340 -0.7657 0.5768
H -0.1382 -1.9924 1.3800 0.3965
C -7.6907 1.0188 3.5855 -0.2993
C -7.5103 0.7992 4.9413 -0.3285
C -6.3903 0.0908 5.3504 -0.2429
N -5.4767 -0.3950 4.5124 -0.5322
C -5.6669 -0.1765 3.2123 -0.2962
C -6.7494 0.5218 2.6988 -0.4178
H -8.5514 1.5681 3.2256 0.3648
H -8.2208 1.1684 5.6680 0.3575
H -6.2100 -0.1004 6.4026 0.3635
H -4.9082 -0.5865 2.5561 0.6421
H -6.8502 0.6701 1.6322 0.3795
C -0.5889 5.3742 3.8204 -0.4294
C -0.8654 4.0889 3.3841 -0.2278
C -0.5317 3.0284 4.2121 0.0397
N 0.0442 3.1718 5.4042 -0.5355
C 0.3042 4.4136 5.8071 -0.2288
C 0.0082 5.5434 5.0587 -0.3346
H -0.8340 6.2302 3.2048 0.3665
H -1.3289 3.9094 2.4233 0.3817
H -0.7313 2.0078 3.9107 0.2270
H 0.7744 4.5019 6.7803 0.3684
H 0.2412 6.5287 5.4382 0.3581
```

For the frontier orbital gap, the calculation gives 8.68 eV. Its SMILES is Nc1cnc2c(F)cccc2n1.c1ccncc1.c1ccncc1.c1ccncc1.c1ccncc1. Its LUMO energy is -0.0070 hartree. The total energy is -42605.3461 eV. Its HOMO energy is -8.87 eV.

---

Please write out number 2 again, unchanged.
A molecular structure, C28H26ClF4N2OPSn. Source: the Open Molecules 2025 dataset; level of theory: ωB97M-V/def2-TZVPD.

```
64
Properties=species:S:1:pos:R:3:mulliken_charge:R:1
Sn -1.3544 -0.9097 1.5301 0.9876
C -2.4733 1.5382 -1.2819 -0.4883
N -3.1687 0.3141 -1.1702 0.2073
C -2.7587 -0.8386 -1.9539 -0.6855
C -4.4644 0.3453 -0.5911 -0.8878
C -4.5873 1.2651 0.6648 -0.8168
N -3.3541 1.4688 1.3372 -0.0031
C -3.1513 2.4525 2.1888 0.0859
C -1.8032 2.6025 2.6699 0.4961
F -0.8680 1.8117 2.1557 -0.0407
C -1.4624 3.5416 3.5986 -0.3113
F -0.2161 3.6282 4.0186 -0.2421
C -2.4359 4.4075 4.0981 -0.2158
C -3.7492 4.3153 3.6551 -0.0599
F -4.6643 5.1331 4.1314 -0.2421
C -4.1177 3.3724 2.7254 0.7245
F -5.3745 3.2832 2.3694 -0.2345
H -3.0436 2.3233 -1.7999 0.3347
H -1.5106 1.3985 -1.7676 0.3423
H -2.3077 1.9355 -0.2465 -0.0410
H -3.1200 -0.7738 -2.9855 0.3532
H -3.1616 -1.7516 -1.5157 0.3337
H -1.6694 -0.9024 -1.9816 0.0815
H -4.7593 -0.6759 -0.3487 0.4208
H -5.2222 0.7383 -1.2884 0.2657
H -5.2750 0.7336 1.3394 0.4953
H -5.0816 2.2067 0.4186 0.5942
H -2.1724 5.1505 4.8431 0.5434
Cl -0.5741 -1.4583 3.6638 -0.4059
O 0.3132 -0.7835 0.2615 0.4228
P 1.6889 -1.1071 -0.3749 1.0140
C 1.3933 -1.7793 -1.9987 0.3826
C 1.7060 -1.0661 -3.1542 -0.4885
C 1.3388 -1.5733 -4.3941 -0.7442
C 0.6669 -2.7832 -4.4778 -0.5339
C 0.3612 -3.5030 -3.3261 -0.8539
C 0.7212 -3.0042 -2.0872 -0.4367
C 2.6608 0.3792 -0.5018 0.1883
C 2.0916 1.6137 -0.1983 -0.1789
C 2.8454 2.7706 -0.3363 -0.6420
C 4.1657 2.6895 -0.7542 -0.5444
C 4.7354 1.4579 -1.0528 -0.7670
C 3.9881 0.2999 -0.9225 -0.2486
C 2.5738 -2.3089 0.5969 0.2837
C 3.3378 -3.3073 -0.0080 -0.1667
C 3.9383 -4.2785 0.7787 -0.7805
C 3.7963 -4.2404 2.1581 -0.4852
C 3.0605 -3.2292 2.7649 -0.9151
C 2.4613 -2.2530 1.9877 -0.4055
H 2.2294 -0.1207 -3.0851 0.3904
H 1.5726 -1.0191 -5.2931 0.4601
H 0.3765 -3.1708 -5.4455 0.4474
H -0.1559 -4.4504 -3.4006 0.4478
H 0.4905 -3.5620 -1.1861 0.4838
H 1.0640 1.6597 0.1403 0.1919
H 2.4064 3.7346 -0.1161 0.4340
H 4.7603 3.5901 -0.8326 0.4152
H 5.7665 1.4027 -1.3743 0.4321
H 4.4378 -0.6620 -1.1411 0.4407
H 3.4483 -3.3398 -1.0851 0.4495
H 4.5151 -5.0676 0.3157 0.4325
H 4.2788 -4.9922 2.7683 0.4143
H 2.9641 -3.1982 3.8419 0.4431
H 1.9027 -1.4535 2.4551 0.4256
```

For the frontier orbital gap, the calculation gives 4.56 eV. As for the charge: +2. Its LUMO energy is -0.3506 hartree. The total energy is -72982.6789 eV. Its HOMO energy is -14.10 eV.

---

- LUMO of number 3 (C28H26FN7)?
  -0.0070 hartree

---

- The highest frontier orbital gap belongs to which entry?
  C28H26FN7